# 1
{
  "formula": "C18H14O7",
  "method": "the ωB97M-V functional and the def2-TZVPD basis",
  "lumo_ev": 0.08,
  "homo_energy_ev": -7.9,
  "orbital_gap_ha": 0.295,
  "energy_ha": -1220.9367,
  "smiles": "CO[C@@H]1Oc2cc(O)ccc2-c2c1oc1cc(O)c(C)c(O)c1c2=O",
  "e_above_lowest_ev": 2.237,
  "symbols": ["C", "O", "C", "O", "C", "C", "C", "O", "C", "C", "C", "C", "C", "O", "C", "C", "C", "O", "C", "C", "C", "O", "C", "C", "O", "H", "H", "H", "H", "H", "H", "H", "H", "H", "H", "H", "H", "H", "H"],
  "coordinates": [[-1.65280, -4.25991, 0.42812], [-1.43252, -2.85218, 0.22937], [-0.07485, -2.47821, -0.03906], [0.60636, -2.78577, 1.21195], [0.14248, -1.99158, 2.23093], [0.34255, -2.51955, 3.46902], [0.17658, -1.60161, 4.57563], [0.42744, -2.04784, 5.86041], [-0.37034, -0.36267, 4.41317], [-0.64508, 0.14933, 3.12039], [-0.33182, -0.69457, 1.98679], [-0.22426, -0.05245, 0.62405], [-0.03063, -1.01803, -0.36283], [0.28998, -0.67244, -1.61444], [0.58845, 0.60648, -1.94475], [0.97454, 0.73287, -3.28456], [0.95052, 2.02779, -3.93569], [1.08720, 2.05310, -5.29984], [0.69685, 3.10398, -3.06814], [0.75943, 4.39663, -3.74047], [0.34430, 3.00165, -1.69191], [0.10379, 4.01984, -0.86638], [0.24133, 1.69215, -1.14110], [-0.10791, 1.39310, 0.26193], [-0.45304, 2.20737, 1.06446], [-2.68047, -4.41083, 0.79443], [-1.08990, -4.71910, 1.22752], [-1.34666, -4.80270, -0.53462], [0.41715, -3.04214, -0.79887], [0.67318, -3.53608, 3.63249], [-0.33859, -1.89317, 6.47417], [-0.72540, 0.13252, 5.33513], [-1.04989, 1.13136, 2.93619], [0.97999, -0.11639, -3.94686], [0.62126, 1.37720, -5.76467], [1.75178, 4.69220, -4.13019], [0.35990, 5.18271, -3.17068], [0.07373, 4.21357, -4.59453], [-0.05464, 3.74335, 0.05347]],
  "forces_ev_per_a": [[0.4, -0.3, -1.2], [0.4, -0.1, -0.8], [-1.4, -0.6, 2.4], [-0.2, 0.8, -1.8], [0.6, 0.1, -0.8], [0.1, 1.9, 2.7], [-0.5, -2.3, -0.5], [-0.7, -0.4, 0.5], [-1.2, 1.4, -0.7], [0.8, -2.4, -0.3], [-0.2, 3.2, 1.1], [0.9, -3.4, -1.2], [-0.2, 2.9, 1.9], [0.5, -1.4, 0.0], [-0.6, 0.3, -1.8], [-0.7, 2.0, -1.0], [-0.6, -4.2, 3.0], [0.8, 2.4, 1.1], [0.5, 0.9, 0.2], [-0.4, 0.4, -1.9], [0.5, -2.5, -0.2], [0.3, 1.4, -1.1], [0.7, -0.6, 0.4], [-0.7, -2.6, -1.4], [-0.2, 2.8, 1.7], [0.1, 0.3, -1.0], [0.8, 0.3, 0.3], [-1.0, 0.5, 1.2], [0.2, -0.7, -0.6], [0.1, 0.1, -0.1], [1.1, 0.0, -1.1], [0.5, 0.1, -0.7], [0.0, 0.0, 0.2], [0.3, -0.5, 0.2], [-0.5, -1.0, 0.1], [-0.4, -0.3, 0.2], [-0.4, 1.1, 0.8], [0.5, 0.9, 0.0], [-0.2, -0.7, -0.1]]
}

# 2
{
  "formula": "C13H21BrN8O4S",
  "method": "the ωB97M-V functional and the def2-TZVPD basis",
  "lumo_ev": -0.61,
  "homo_energy_ev": -8.9,
  "orbital_gap_ha": 0.304,
  "energy_ha": -4219.3242,
  "symbols": ["C", "C", "C", "C", "C", "C", "N", "S", "N", "C", "C", "C", "C", "O", "Br", "H", "H", "H", "H", "H", "H", "H", "H", "H", "C", "O", "N", "N", "H", "H", "H", "H", "C", "O", "N", "N", "H", "H", "H", "H", "C", "O", "N", "N", "H", "H", "H", "H"],
  "coordinates": [[-0.36508, -0.67100, -4.17926], [-0.35345, 0.61888, -5.03045], [0.25360, 1.73402, -4.20125], [1.67652, 1.74913, -4.12944], [2.35294, 2.68770, -3.40570], [1.57857, 3.65468, -2.72451], [2.06834, 4.65479, -1.97425], [0.81786, 5.45015, -1.39857], [-0.40508, 4.62490, -2.05244], [0.16559, 3.64587, -2.76135], [-0.52016, 2.65575, -3.54133], [-2.02765, 2.71147, -3.60905], [-2.71970, 1.56429, -2.93074], [-3.42414, 0.81743, -3.49660], [-2.46908, 1.29720, -1.01781], [-0.48027, -0.37169, -3.13955], [-1.18107, -1.32824, -4.45790], [0.59541, -1.17415, -4.22553], [-1.35795, 0.89588, -5.32684], [0.25548, 0.49475, -5.92222], [2.24787, 1.00610, -4.66606], [3.42933, 2.69342, -3.35626], [-2.36542, 3.67874, -3.24758], [-2.31831, 2.63306, -4.65167], [0.81060, 2.50127, 1.98148], [1.68521, 2.68133, 2.81389], [-0.05661, 1.45727, 2.02714], [0.64048, 3.36298, 0.91927], [-0.77308, 1.32067, 1.34262], [0.03636, 0.79357, 2.79101], [1.27137, 4.13724, 0.86860], [-0.06635, 3.25160, 0.21604], [1.03335, -1.32507, 4.65806], [0.77593, -0.68208, 3.64973], [1.44798, -0.71044, 5.80774], [0.93116, -2.67850, 4.71152], [1.66903, -1.20310, 6.65075], [1.53551, 0.28913, 5.78568], [0.62381, -3.16285, 3.88723], [1.13839, -3.21460, 5.53080], [-0.81857, -6.09715, 3.89614], [-0.34555, -4.98906, 3.70736], [-0.05404, -7.16403, 4.27733], [-2.14946, -6.35616, 3.74045], [-0.42207, -8.08178, 4.43713], [0.92842, -7.00485, 4.39669], [-2.73484, -5.59150, 3.46066], [-2.56117, -7.25702, 3.88903]],
  "forces_ev_per_a": [[0.0, 0.6, 0.0], [0.3, 0.2, 0.7], [-0.6, -0.2, -0.5], [0.5, 0.7, 0.5], [-0.4, -0.5, -0.4], [0.7, 0.4, 0.5], [0.1, -0.1, 0.0], [-0.3, 0.3, -0.3], [0.3, 0.1, 0.2], [-0.5, -0.6, -0.5], [0.3, 0.2, 0.4], [0.8, 0.1, -0.3], [0.0, 0.4, 0.0], [-0.6, -0.8, -0.4], [0.3, 0.3, 0.1], [-0.3, -0.2, 0.2], [0.1, -0.2, -0.1], [0.0, -0.2, -0.2], [-0.2, -0.1, -0.2], [-0.1, -0.1, -0.2], [-0.1, -0.2, -0.1], [0.1, 0.1, 0.1], [-0.1, -0.1, 0.4], [-0.2, 0.0, -0.1], [-0.1, -0.1, -0.1], [0.0, 0.1, 0.0], [-0.1, 0.0, 0.3], [0.0, -0.1, 0.1], [0.0, 0.1, -0.1], [0.2, 0.0, -0.3], [0.1, 0.0, 0.1], [-0.1, -0.1, 0.0], [0.1, 0.0, 0.2], [-0.1, -0.2, 0.0], [0.0, 0.1, 0.0], [0.1, 0.3, -0.2], [0.0, 0.0, 0.0], [0.0, 0.0, 0.0], [-0.1, -0.1, 0.1], [0.0, 0.0, 0.0], [-0.1, -0.1, 0.0], [0.0, -0.1, 0.0], [0.0, 0.0, 0.0], [0.0, 0.1, 0.0], [0.0, 0.0, 0.0], [0.0, 0.0, 0.0], [0.0, 0.0, 0.0], [0.0, 0.0, 0.0]]
}

# 3
{
  "formula": "C6H10",
  "method": "the ωB97M-V functional and the def2-TZVPD basis",
  "lumo_ev": 1.15,
  "homo_energy_ev": -8.6,
  "orbital_gap_ha": 0.357,
  "energy_ha": -234.5772,
  "smiles": "CC1=CCCC1",
  "e_above_lowest_ev": 0.690,
  "symbols": ["C", "C", "C", "C", "C", "C", "H", "H", "H", "H", "H", "H", "H", "H", "H", "H"],
  "coordinates": [[-0.98475, 1.86853, 0.65597], [-0.28429, 0.57758, 0.33280], [-0.11131, -0.48010, 1.13709], [0.39756, -1.69509, 0.39046], [0.99738, -1.05161, -0.89908], [0.25653, 0.30776, -1.05452], [-1.85001, 2.02157, -0.00613], [-1.35060, 1.87574, 1.68680], [-0.33253, 2.73974, 0.51718], [-0.42310, -0.49339, 2.17636], [0.82715, -2.56589, 0.87010], [-0.45558, -2.44765, 0.16646], [2.08258, -0.84978, -0.91747], [0.78245, -1.73507, -1.71351], [-0.55756, 0.26195, -1.79510], [0.91472, 1.12613, -1.39226]],
  "forces_ev_per_a": [[0.1, 0.0, 0.1], [0.1, -0.2, 0.2], [-0.3, -0.1, -0.1], [-1.5, -0.8, -0.6], [-0.3, -0.3, -0.1], [0.0, -0.1, 0.0], [0.2, -0.1, 0.1], [0.1, 0.0, -0.1], [0.0, -0.2, 0.0], [0.0, -0.1, -0.1], [2.0, 0.8, 0.8], [0.0, 1.9, -0.6], [-0.4, -0.4, 0.5], [0.2, 0.1, -0.4], [0.1, -0.1, 0.2], [-0.1, -0.3, 0.1]]
}